Version 1
The following is a DFT calculation (wB97M-V/def2-TZVPD) of a cluster of 2 separate species, C3H11N2 in total.

```
! RIJCOSX wB97M-V def2-TZVPD def2/J DEFGRID3
* xyz 1 1
C -2.64 1.55 0.55
C -1.74 2.74 0.22
H -2.64 0.68 -0.17
H -2.21 1.16 1.46
H -3.59 1.91 0.84
H -2.25 3.55 -0.42
H -0.78 2.35 -0.21
H -1.61 3.21 1.21
N 3.29 -2.23 -0.11
C 2.06 -2.47 -0.18
N 1.19 -1.90 -1.02
H 3.73 -1.30 -0.21
H 3.78 -2.51 0.69
H 1.43 -3.21 0.34
H 0.33 -2.36 -1.40
H 1.67 -1.18 -1.60
*
```

molar mass = 75.13 u

***

Version 2
The following is a DFT calculation (wB97M-V/def2-TZVPD) of a cluster of 2 separate species, C3H11N2 in total.

```
! RIJCOSX wB97M-V def2-TZVPD def2/J DEFGRID3
* xyz 1 1
C 1.55 0.03 -0.20
N 0.43 0.45 0.70
C 0.19 1.91 0.66
H 1.28 0.30 -1.22
H 2.43 0.57 0.15
H 1.70 -1.04 -0.13
H 0.62 0.12 1.65
H 1.06 2.44 1.03
H -0.67 2.14 1.29
H 0.02 2.22 -0.37
C -1.38 -2.06 -0.98
N -1.72 -1.27 -0.04
H -1.82 -2.02 -1.97
H -0.58 -2.78 -0.79
H -0.44 -0.07 0.43
H -2.68 -0.94 -0.20
*
```

molar mass = 75.13 u

***

Version 3
The following is a DFT calculation (wB97M-V/def2-TZVPD) of a cluster of 2 separate species, C3H11N2 in total.

```
! RIJCOSX wB97M-V def2-TZVPD def2/J DEFGRID3
* xyz 1 1
C -2.35 0.57 1.37
C 1.05 -0.96 -1.48
C 2.54 -0.05 0.13
N -1.33 0.56 0.31
N 1.36 -0.25 -0.28
H -2.83 -0.41 1.41
H -1.88 0.78 2.32
H -3.12 1.33 1.19
H 1.92 -1.46 -1.90
H 0.27 -1.70 -1.28
H 0.65 -0.26 -2.22
H 3.40 -0.47 -0.41
H 2.73 0.48 1.05
H -1.77 0.22 -0.54
H -1.09 1.54 0.13
H 0.46 0.09 0.20
*
```

molar mass = 75.13 u

***

Energies in kcal/mol, measured from the most stable structure: version 1 12.4; version 2 3.6; version 3 0.0.

***

Version 1
The following is a DFT calculation (wB97M-V/def2-TZVPD) of the ion C3H11N2 with charge +1.

```
! RIJCOSX wB97M-V def2-TZVPD def2/J DEFGRID3
* xyz 1 1
C 0.04 -1.03 0.91
N -0.75 -1.48 -0.28
C 1.04 0.04 0.40
N 0.45 0.78 -0.67
C -0.56 1.79 -0.34
H 0.45 -1.85 1.47
H -0.67 -0.47 1.51
H -0.23 -2.17 -0.83
H -1.61 -1.98 -0.04
H 1.93 -0.48 0.03
H 1.33 0.65 1.25
H 1.14 1.19 -1.29
H -0.80 -0.64 -0.89
H -0.13 2.78 -0.40
H -0.92 1.71 0.69
H -1.45 1.74 -0.97
*
```

structure (SMILES) = CNCC[NH3+]
molar mass = 75.13 u

***

Version 2
The following is a DFT calculation (wB97M-V/def2-TZVPD) of a cluster of 2 separate species, C3H11N2 in total.

```
! RIJCOSX wB97M-V def2-TZVPD def2/J DEFGRID3
* xyz 1 1
C -2.29 -0.71 -0.34
C -3.51 -0.68 -1.24
H -1.97 0.28 -0.01
H -1.42 -1.17 -0.84
H -2.47 -1.34 0.53
H -3.87 0.33 -1.44
H -3.43 -1.28 -2.14
H -4.36 -1.11 -0.69
N 1.75 0.59 0.63
C 2.98 0.91 0.37
N 4.00 0.67 1.17
H 1.57 0.29 1.58
H 0.99 0.68 -0.03
H 3.30 1.27 -0.61
H 4.90 1.10 1.03
H 3.83 0.17 2.03
*
```

molar mass = 75.13 u

***

Version 3
The following is a DFT calculation (wB97M-V/def2-TZVPD) of a cluster of 2 separate species, C3H11N2 in total.

```
! RIJCOSX wB97M-V def2-TZVPD def2/J DEFGRID3
* xyz 1 1
C 1.88 1.86 0.37
N 0.42 1.51 0.51
H 2.22 2.75 0.89
H 2.09 2.01 -0.69
H 2.40 0.98 0.75
H -0.13 1.91 -0.23
H 0.25 0.44 0.41
H 0.07 1.86 1.40
C -1.76 -1.75 0.28
C -0.11 -1.11 -1.25
N -0.58 -0.92 -0.08
H -1.91 -1.59 1.34
H -2.62 -1.33 -0.24
H -1.59 -2.78 0.02
H 0.85 -0.68 -1.52
H -0.66 -1.76 -1.93
*
```

molar mass = 75.13 u

***

Version 4
The following is a DFT calculation (wB97M-V/def2-TZVPD) of a cluster of 2 separate species, C3H11N2 in total.

```
! RIJCOSX wB97M-V def2-TZVPD def2/J DEFGRID3
* xyz 1 1
C 1.85 -0.15 -1.04
C -0.92 0.48 -0.22
C -1.49 0.17 1.13
N -2.72 -0.57 0.82
N 3.03 0.00 -0.17
H 1.44 -1.15 -0.80
H 2.12 0.05 -2.08
H -0.69 1.57 -0.41
H -1.47 -0.10 -1.00
H -1.91 1.04 1.83
H -0.87 -0.36 1.81
H -2.97 -0.11 -0.12
H -2.59 -1.44 0.31
H 3.15 0.85 0.32
H 3.17 -0.79 0.34
H 0.89 0.50 -0.70
*
```

molar mass = 75.13 u

***

Energies in kcal/mol, measured from the most stable structure: version 1 4.6; version 2 0.0; version 3 17.1; version 4 124.9.

***

Version 1
The following is a DFT calculation (wB97M-V/def2-TZVPD) of a cluster of 12 separate species, C15H54N14O12 in total.

```
! RIJCOSX wB97M-V def2-TZVPD def2/J DEFGRID3
* xyz 0 1
C -6.67 -7.27 4.49
C -6.24 -8.18 5.63
O -5.70 -7.24 6.59
H -7.10 -7.92 3.66
H -5.97 -6.65 4.03
H -7.51 -6.68 4.71
H -5.43 -8.88 5.25
H -7.15 -8.61 6.16
H -6.44 -6.60 6.80
C -9.70 -8.78 5.46
C -9.66 -7.33 5.99
O -10.76 -7.05 6.88
H -9.74 -9.45 6.32
H -8.96 -8.97 4.71
H -10.68 -8.89 4.98
H -9.76 -6.62 5.19
H -8.73 -7.04 6.52
H -10.41 -7.04 7.75
C -11.21 -9.08 -0.20
C -12.30 -9.81 0.58
O -12.58 -11.05 -0.08
H -11.42 -9.15 -1.28
H -10.28 -9.53 -0.05
H -11.18 -7.97 -0.15
H -13.20 -9.20 0.63
H -12.10 -10.05 1.65
H -12.28 -11.65 0.57
C -12.04 -5.19 0.25
O -11.45 -4.74 1.37
N -11.92 -4.70 -0.92
N -12.97 -6.14 0.28
H -11.13 -4.05 -1.10
H -12.16 -5.21 -1.76
H -13.22 -6.61 1.21
H -13.24 -6.63 -0.54
C -6.09 -10.29 -1.20
O -5.45 -11.41 -0.79
N -6.72 -9.50 -0.38
N -6.37 -9.98 -2.44
H -6.71 -9.93 0.57
H -7.30 -8.74 -0.61
H -5.98 -10.66 -3.06
H -7.04 -9.32 -2.68
C -7.89 -11.10 2.33
O -9.18 -10.96 1.85
N -7.03 -10.10 2.36
N -7.36 -12.15 2.76
H -7.49 -9.26 2.02
H -6.08 -10.12 2.70
H -7.90 -13.06 2.78
H -6.32 -12.17 2.73
C -4.59 -7.08 -1.71
O -3.78 -6.02 -1.95
N -5.43 -7.12 -0.78
N -4.62 -8.08 -2.61
H -5.47 -6.42 -0.07
H -5.88 -8.00 -0.48
H -3.85 -8.15 -3.28
H -5.22 -8.90 -2.58
C -10.21 -4.06 4.42
O -9.87 -3.66 5.73
N -9.35 -4.56 3.58
N -11.45 -4.06 3.92
H -8.35 -4.56 3.76
H -9.58 -4.95 2.66
H -12.17 -3.59 4.51
H -11.68 -4.25 2.96
C -7.36 -4.50 1.25
O -8.62 -4.47 0.77
N -6.53 -3.56 1.03
N -6.84 -5.51 1.83
H -6.84 -2.77 0.51
H -5.53 -3.88 1.10
H -7.33 -6.34 1.85
H -5.94 -5.55 2.22
C -12.87 -7.53 3.96
O -13.10 -7.32 2.61
N -12.24 -6.64 4.66
N -13.17 -8.61 4.60
H -11.94 -5.75 4.12
H -11.74 -6.95 5.48
H -13.61 -9.35 3.96
H -12.93 -8.87 5.56
C -8.56 -6.40 -1.75
O -8.35 -7.71 -1.23
H -7.78 -5.65 -1.58
H -9.47 -6.02 -1.22
H -8.76 -6.31 -2.82
H -8.90 -8.22 -1.76
C -9.47 -7.58 2.33
O -8.34 -7.76 1.44
H -10.09 -6.80 2.10
H -9.14 -7.32 3.30
H -10.09 -8.41 2.45
H -8.55 -7.52 0.54
*
```

structure (SMILES) = NC(N)=O.NC(N)=O.NC(N)=O.NC(N)=O.NC(N)=O.NC(N)=O.NC(N)=O.CCO.CCO.CCO.CO.CO
molar mass = 622.68 u

***

Version 2
The following is a DFT calculation (wB97M-V/def2-TZVPD) of a cluster of 12 separate species, C15H54N14O12 in total.

```
! RIJCOSX wB97M-V def2-TZVPD def2/J DEFGRID3
* xyz 0 1
C -0.88 -7.08 20.73
C 0.56 -7.55 20.48
O 1.26 -6.42 20.18
H -0.95 -6.29 21.47
H -1.50 -7.93 21.06
H -1.24 -6.71 19.79
H 0.55 -8.17 19.54
H 1.00 -8.16 21.18
H 2.19 -6.58 20.40
C 3.55 -12.99 22.88
C 3.92 -13.97 21.72
O 4.43 -13.30 20.62
H 2.62 -12.45 22.60
H 4.34 -12.26 23.21
H 3.40 -13.44 23.83
H 3.02 -14.56 21.39
H 4.75 -14.58 22.14
H 5.33 -13.44 20.62
C 6.44 -10.46 22.22
C 7.06 -9.09 22.23
O 6.19 -8.13 21.62
H 6.04 -10.70 21.21
H 5.74 -10.66 23.05
H 7.12 -11.21 22.49
H 7.88 -9.19 21.59
H 7.38 -8.70 23.21
H 6.06 -8.42 20.69
C 3.69 -7.48 16.20
O 3.54 -6.92 14.92
N 2.76 -7.45 17.12
N 4.60 -8.31 16.61
H 2.03 -6.74 16.90
H 3.03 -7.61 18.12
H 5.56 -8.01 16.28
H 4.85 -8.66 17.55
C 6.56 -10.35 18.43
O 6.24 -9.13 18.95
N 5.65 -11.23 18.11
N 7.72 -10.74 18.02
H 4.60 -11.02 18.32
H 5.95 -12.10 17.66
H 8.48 -10.13 18.27
H 8.05 -11.69 17.79
C 2.19 -10.80 15.88
O 1.58 -11.99 15.69
N 3.39 -10.50 15.54
N 1.65 -9.93 16.67
H 4.02 -11.32 15.49
H 3.95 -9.70 16.00
H 0.90 -10.15 17.40
H 2.14 -8.96 16.84
C -0.10 -11.02 22.11
O -1.30 -11.69 22.35
N 0.19 -9.85 22.56
N 0.82 -11.51 21.33
H 1.12 -9.51 22.68
H -0.44 -9.41 23.17
H 0.55 -12.41 20.88
H 1.74 -11.10 21.31
C 3.40 -9.76 19.87
O 3.55 -8.36 19.67
N 3.40 -10.38 21.03
N 3.13 -10.57 18.90
H 3.57 -9.82 21.85
H 3.59 -11.39 21.16
H 2.94 -10.22 18.00
H 2.95 -11.57 19.06
C 1.52 -13.55 18.78
O 1.12 -13.90 20.01
N 2.73 -13.22 18.57
N 0.72 -13.40 17.80
H 3.33 -13.31 19.38
H 3.22 -13.35 17.66
H -0.27 -13.62 17.86
H 1.15 -13.03 16.91
C -1.43 -10.62 18.18
O -2.14 -9.71 19.01
N -2.03 -11.16 17.14
N -0.19 -10.98 18.50
H -3.02 -10.95 17.08
H -1.60 -11.86 16.49
H 0.17 -10.72 19.47
H 0.26 -11.89 18.24
C 3.80 -9.00 24.69
O 3.08 -8.92 23.48
H 4.07 -10.07 24.77
H 3.21 -8.68 25.49
H 4.67 -8.41 24.59
H 2.88 -8.04 23.17
C 4.91 -5.53 18.79
O 3.72 -4.94 19.16
H 4.95 -6.53 19.13
H 5.73 -4.96 19.30
H 5.11 -5.53 17.70
H 3.64 -4.83 20.13
*
```

structure (SMILES) = NC(N)=O.NC(N)=O.NC(N)=O.NC(N)=O.NC(N)=O.NC(N)=O.NC(N)=O.CCO.CCO.CCO.CO.CO
molar mass = 622.68 u

***

Energies in kcal/mol, measured from the most stable structure: version 1 0.0; version 2 14.5.

***

Version 1
The following is a DFT calculation (wB97M-V/def2-TZVPD) of a structure of composition CH6NO.

```
! RIJCOSX wB97M-V def2-TZVPD def2/J DEFGRID3
* xyz 1 1
C -0.54 -0.11 -0.23
N 0.43 0.17 0.82
O 0.49 0.21 -1.66
H -0.75 -1.10 -0.31
H -1.42 0.41 -0.49
H 0.47 1.22 0.92
H 0.17 -0.19 1.75
H 1.41 -0.07 0.66
H -0.15 0.59 -2.38
*
```

molar mass = 48.07 u

***

Version 2
The following is a DFT calculation (wB97M-V/def2-TZVPD) of a cluster of 2 separate species, CH6NO in total.

```
! RIJCOSX wB97M-V def2-TZVPD def2/J DEFGRID3
* xyz 1 1
C 0.96 -0.60 -0.96
N -0.02 -1.13 -0.25
H 0.67 0.32 -1.44
H 1.80 -1.19 -1.22
H 0.10 -2.04 0.02
H -0.62 -0.47 0.33
H -0.84 2.24 0.47
H -0.95 1.56 1.85
O -0.72 1.38 0.94
*
```

molar mass = 48.07 u

***

Energies in kcal/mol, measured from the most stable structure: version 1 35.2; version 2 0.0.

***

Version 1
The following is a DFT calculation (wB97M-V/def2-TZVPD) of a structure of composition CH6NO.

```
! RIJCOSX wB97M-V def2-TZVPD def2/J DEFGRID3
* xyz 1 1
C 0.49 0.02 0.47
N -0.37 -0.89 -0.34
O 0.00 1.44 -0.51
H -0.09 0.22 1.49
H 1.59 0.11 0.30
H 0.28 -1.42 -0.88
H -0.90 -1.50 0.29
H -0.89 -0.12 -0.90
H -0.11 2.12 0.08
*
```

molar mass = 48.07 u

***

Version 2
The following is a DFT calculation (wB97M-V/def2-TZVPD) of a cluster of 2 separate species, CH6NO in total.

```
! RIJCOSX wB97M-V def2-TZVPD def2/J DEFGRID3
* xyz 1 1
C 1.16 -0.42 -0.31
N 0.09 -0.80 -0.85
O -1.14 0.76 0.94
H 2.13 -0.70 -0.62
H 1.22 0.40 0.51
H -0.72 -0.33 -0.41
H 0.10 -1.47 -1.64
H -2.01 1.17 0.78
H -0.82 1.38 1.60
*
```

molar mass = 48.07 u

***

Energies in kcal/mol, measured from the most stable structure: version 1 42.1; version 2 0.0.